No. 1
C18H44IN2O11 | wB97M-V/def2-TZVPD

```
76
C18H44IN2O11, DFT wB97M-V/def2-TZVPD
C 2.7171 1.4812 1.7845
C 2.2531 0.6977 3.1419
C 2.0979 -0.8845 2.9399
O 0.7443 -1.3530 2.6786
C 0.0161 -0.4725 1.8420
C -1.0077 0.4768 2.5257
C -1.7906 1.4473 1.5809
C -2.8410 2.4260 2.3049
C -4.4183 1.8380 1.9114
C -4.4424 0.2406 1.3917
O -4.9552 0.7550 2.8175
C -1.5514 1.4491 0.0258
C -2.3826 2.5238 -0.7960
C -1.8258 4.0254 -0.4878
N -2.7362 4.9776 -0.3222
N -0.6082 0.4956 -0.5547
C -0.3546 0.4540 -2.0171
C 1.0229 1.2729 -2.3455
O 1.7940 0.6349 -3.4029
C 0.1566 -0.4329 0.2752
C 1.2154 -1.4850 -0.3373
C 0.3105 -2.7693 -0.8047
C 0.9825 -3.6089 -2.0001
I -0.2967 -4.0472 0.8525
H 1.7268 1.8750 1.3235
H 3.3480 2.4062 2.0043
H 3.1639 0.7800 1.0025
H 3.1498 0.8432 3.8757
H 1.3622 1.2057 3.6560
H 2.4150 -1.3713 3.9407
H 2.8807 -1.2183 2.1753
H -1.1683 0.5052 3.6581
H -2.8052 3.4996 1.9292
H -2.8355 2.3082 3.4370
H -5.1805 2.6019 1.3859
H -5.3306 -0.1174 0.7702
H -3.6928 -0.4825 1.8716
H -3.5012 2.4890 -0.5043
H -2.3532 2.4174 -1.9296
H -0.7152 4.2660 -0.3676
H -3.6862 4.5853 -0.4364
H -1.1743 0.9020 -2.6677
H -0.1826 -0.6134 -2.4303
H 1.6921 1.2348 -1.4074
H 0.8032 2.3626 -2.6623
H 1.2070 0.1476 -4.0211
H 1.9517 -1.8870 0.4319
H 1.6991 -1.0944 -1.2932
H -0.6660 -2.3221 -1.2357
H 1.6337 -4.4323 -1.5566
H 1.5175 -2.9487 -2.7720
H 0.1348 -4.1302 -2.5851
O 1.0151 -5.2177 -4.3278
H 1.8782 -5.5531 -4.6095
H 0.5848 -5.9860 -3.9351
O 2.6591 -7.0436 -3.3254
H 2.9635 -6.9095 -2.4194
H 3.2637 -7.7089 -3.6787
O 3.9190 -5.3822 -5.9487
H 3.6388 -5.3137 -6.8702
H 4.0290 -4.4647 -5.6697
O 4.7697 2.1207 -0.5712
H 4.4898 2.1821 -1.4933
H 4.8846 3.0403 -0.3008
O 5.3171 1.5182 4.9086
H 5.9502 1.7842 4.2301
H 5.5651 2.0453 5.6783
O -3.7041 4.9366 4.0863
H -4.4308 5.4569 3.7211
H -4.1216 4.1076 4.3522
O -3.4714 -2.2980 3.0120
H -2.6132 -2.6377 2.7298
H -3.9081 -3.0624 3.4081
O -4.0040 3.1502 -3.6396
H -4.2759 3.2097 -4.5641
H -3.8923 4.0711 -3.3699
```

The value obtained for the orbital gap is 0.28687 hartree. The molecular weight comes out at 591.457 g mol⁻¹. The value obtained for the HOMO energy is -11.76 eV. The total charge is +1.

Atom charges from the Löwdin analysis, given in e for atoms 1 to 6:
1 C -0.111
2 C -0.193
3 C -0.178
4 O -0.165
5 C -0.151
6 C 0.130

=====

No. 2
C18H45BF4N3Na3O10P | wB97M-V/def2-TZVPD

```
85
C18H45BF4N3Na3O10P, DFT wB97M-V/def2-TZVPD
Na 2.7222 -2.9620 -0.7096
Na 1.8425 -0.8595 1.3863
Na 0.9415 -2.9472 2.3232
B 0.4656 -1.7771 -0.1845
F -0.4475 -1.1454 -0.9759
F 0.5853 -3.1220 -0.4334
F 1.6802 -1.1702 -0.3097
F 0.1741 -1.5873 1.1638
P 1.7958 -1.1373 3.6493
O 1.4405 -0.6704 5.0895
O 0.5623 -1.1027 2.7304
O 2.4412 -2.5645 3.6004
O 2.9025 -0.2543 3.0501
C -0.2096 1.6649 -0.6978
O -0.5459 1.6921 0.6760
C -1.6040 0.9106 1.1387
C -1.9572 1.1874 2.6052
N -0.8848 0.4514 3.2563
C -0.4990 1.1539 4.5591
C -1.5900 1.0114 5.6060
O -1.7679 -0.3469 5.9767
C -2.5096 -0.6868 7.0384
H -0.1499 0.6313 -1.0386
H 0.7864 2.1020 -0.7691
H -0.8114 2.3736 -1.2667
H -1.3767 -0.1236 0.8800
H -2.4854 1.1584 0.5472
H -2.9389 0.7407 2.7629
H -1.9891 2.2596 2.7986
H -0.1170 0.1398 2.6788
H -0.5261 2.1873 4.2137
H 0.4527 0.9177 5.0350
H -2.5663 1.3290 5.2399
H -1.4503 1.6881 6.4490
H -2.4453 -1.7439 7.2963
H -3.4877 -0.2065 7.0114
H -2.1030 -0.0438 7.8190
C -2.4084 -2.2835 -0.1871
O -3.3199 -1.3091 -0.4409
C -2.8152 -0.2862 -1.2544
C -4.0302 0.6171 -1.7261
N -4.4869 1.4378 -0.5196
C -3.6514 2.5688 -0.0497
C -3.8768 3.7305 -1.0090
O -4.1177 4.9362 -0.2315
C -2.9211 5.6020 0.1983
H -2.9419 -3.0963 0.3057
H -1.5766 -2.2134 0.5139
H -2.1421 -2.6638 -1.1732
H -2.3080 -0.6766 -2.1366
H -2.1328 0.2991 -0.6379
H -4.7952 -0.0681 -2.0912
H -3.7361 1.2420 -2.5694
H -4.4798 0.8582 0.3075
H -2.5926 2.3559 0.0981
H -4.0614 2.8016 0.9331
H -4.8544 3.5329 -1.4487
H -3.1544 3.8063 -1.8217
H -1.9736 5.1337 0.4650
H -3.1879 6.1124 1.1237
H -2.7815 6.4326 -0.4936
C 0.4917 -3.4312 -2.8072
O 1.7186 -3.6591 -2.1332
C 2.8432 -3.6420 -3.0774
C 3.3849 -2.2275 -3.4909
N 3.6475 -1.3549 -2.3507
C 4.3279 -0.0603 -2.7554
C 5.8032 -0.1337 -3.4533
O 5.6050 -0.4257 -4.9143
C 6.6512 0.0294 -5.7468
H -0.3008 -3.4856 -2.0608
H 0.2872 -4.1853 -3.5673
H 0.5862 -2.4142 -3.1878
H 2.4598 -4.0983 -3.9900
H 3.6998 -4.2238 -2.7371
H 2.6170 -1.8563 -4.1697
H 4.2589 -2.4704 -4.0953
H 4.3674 -1.8593 -1.8534
H 4.3744 0.6913 -1.9673
H 3.7389 0.5363 -3.4521
H 6.4484 -0.8922 -3.0100
H 6.3318 0.8193 -3.4741
H 6.8483 1.0965 -5.6437
H 6.3310 -0.1188 -6.7781
H 7.4943 -0.6523 -5.6349
```

The value obtained for the orbital gap is 0.12041 hartree. The molecular weight comes out at 650.317 g mol⁻¹. The value obtained for the HOMO energy is -2.56 eV. The total charge is -1.

Atom charges from the Löwdin analysis, given in e for atoms 1 to 6:
1 Na 0.568
2 Na 0.325
3 Na 0.503
4 B -1.361
5 F 0.137
6 F 0.141

=====

No. 3
C18H45ClN9O21S | wB97M-V/def2-TZVPD

```
95
C18H45ClN9O21S, DFT wB97M-V/def2-TZVPD
C -2.3436 1.4874 4.3122
C -1.9776 0.6443 3.0936
O -0.8349 -0.1914 3.3264
C -1.0059 -1.5395 3.0127
C -0.4945 -1.9160 1.5988
S -0.2837 -0.4705 0.5523
Cl 1.4484 0.3299 1.1804
C -0.0747 -1.0992 -1.1383
C 0.1193 0.0955 -2.0675
O 1.4659 0.4996 -1.9567
C 1.6886 1.8080 -2.2336
O 0.9177 2.6614 -2.0165
C 3.0300 2.0656 -2.8305
C 2.9838 1.4456 -4.2454
H -2.2818 2.5268 4.0419
H -3.3812 1.3072 4.5387
H -1.7433 1.2564 5.1756
H -2.8253 0.0835 2.7268
H -1.7115 1.3296 2.2927
H -2.0269 -1.8986 3.1062
H -0.4175 -2.1072 3.7191
H 0.4420 -2.4499 1.6228
H -1.2232 -2.5452 1.1010
H 0.7931 -1.7422 -1.1916
H -0.9905 -1.6186 -1.3740
H -0.1363 -0.2531 -3.0593
H -0.6000 0.8500 -1.7668
H 3.2559 3.1139 -2.8125
H 3.7528 1.4945 -2.2597
H 3.9425 1.4100 -4.7313
H 2.5413 0.4654 -4.1481
H 2.2907 2.0339 -4.8357
C 2.4268 6.5307 -3.6693
N 3.4524 6.5485 -4.7517
O 3.7464 7.6236 -5.2302
O 3.9251 5.4776 -5.0788
H 2.1009 7.5476 -3.4853
H 1.6028 5.9108 -4.0101
H 2.8925 6.1057 -2.7855
C -3.7010 -3.2745 6.5371
N -3.6222 -2.4025 5.3336
O -3.7728 -1.2086 5.4703
O -3.4108 -2.9468 4.2571
H -3.8976 -2.6538 7.3970
H -4.5088 -3.9789 6.3781
H -2.7482 -3.7890 6.6298
C 2.4661 10.8520 -5.5264
N 2.1950 11.4596 -4.1931
O 2.9826 11.2268 -3.2966
O 1.1975 12.1438 -4.0957
H 3.3780 10.2707 -5.4643
H 1.6187 10.2196 -5.7724
H 2.5666 11.6614 -6.2429
C 0.3156 -1.3466 -6.0914
N -1.0988 -1.6140 -5.6954
O -1.7979 -2.2122 -6.4724
O -1.4607 -1.2040 -4.5973
H 0.4828 -1.7645 -7.0762
H 0.4553 -0.2691 -6.0963
H 0.9599 -1.8204 -5.3558
C 5.4206 -2.4112 -4.5368
N 4.3242 -2.1187 -5.4995
O 3.4173 -2.9228 -5.5949
O 4.4120 -1.0832 -6.1297
H 5.2143 -3.3572 -4.0508
H 6.3449 -2.4617 -5.1046
H 5.4465 -1.5989 -3.8153
C -1.2654 -3.6029 10.4313
N -2.0845 -4.2549 9.3710
O -1.5420 -5.0721 8.6554
O -3.2506 -3.9185 9.2905
H -0.2581 -3.9981 10.3801
H -1.2775 -2.5338 10.2411
H -1.7275 -3.8318 11.3866
C 8.6696 -1.6727 -7.3545
N 8.1116 -3.0546 -7.3868
O 7.7524 -3.5508 -6.3283
O 8.0525 -3.5943 -8.4649
H 8.6626 -1.3191 -6.3303
H 9.6821 -1.7218 -7.7430
H 8.0407 -1.0536 -7.9871
C -7.8704 -3.5452 9.2710
N -6.7930 -3.4220 8.2506
O -6.5121 -2.3080 7.8510
O -6.2635 -4.4516 7.8828
H -8.2444 -2.5543 9.4979
H -8.6497 -4.1708 8.8468
H -7.4342 -4.0107 10.1495
C -5.8335 -2.3704 2.6108
N -6.6768 -3.0199 1.5676
O -6.1411 -3.8400 0.8460
O -7.8393 -2.6811 1.5114
H -4.8340 -2.7680 2.5407
H -5.8448 -1.3012 2.4177
H -6.2752 -2.5947 3.5773
```

The value obtained for the orbital gap is 0.29398 hartree. The molecular weight comes out at 791.120 g mol⁻¹. The value obtained for the HOMO energy is -12.24 eV. The total charge is +1.

Atom charges from the Löwdin analysis, given in e for atoms 1 to 6:
1 C -0.047
2 C -0.258
3 O -0.194
4 C -0.255
5 C -0.316
6 S 0.837

=====

No. 4
C18H45MnO12P2 | wB97M-V/def2-TZVPD

```
78
C18H45MnO12P2, DFT wB97M-V/def2-TZVPD
Mn -1.8336 -0.8690 0.3363
O -0.6479 0.4923 1.1978
H 0.0745 0.9733 1.6464
C 0.1206 -6.0619 -1.7788
O 0.3172 -4.9332 -0.9480
C 0.3879 -3.7339 -1.6897
C 0.6761 -2.5748 -0.8322
O -0.1169 -2.1834 0.2655
C -0.3358 -3.1580 1.2513
C -0.8414 -2.5431 2.5812
O -2.0525 -1.8659 2.2705
C -2.7063 -1.2390 3.3829
H 0.8895 -6.2252 -2.5340
H -0.8347 -6.0616 -2.3038
H 0.0113 -6.9772 -1.1971
H -0.5060 -3.5832 -2.2949
H 1.1864 -3.7356 -2.4317
H 0.7456 -1.6453 -1.3973
H 1.7074 -2.6989 -0.5020
H 0.5530 -3.7237 1.5308
H -1.0283 -3.8900 0.8357
H -0.0800 -1.8742 2.9825
H -0.9995 -3.3182 3.3311
H -2.0707 -0.4736 3.8282
H -2.8806 -1.9747 4.1680
H -3.5907 -0.6882 3.0624
C 7.8411 1.8456 -0.4732
C 7.0173 0.7207 0.0419
O 6.0558 0.4672 -0.8906
P 4.4507 0.8862 -0.7521
O 4.2612 2.3493 -0.8758
O 3.6917 -0.1250 -1.7969
C 4.1319 -0.2205 -3.1370
C 3.0711 -0.7212 -4.1337
O 4.0161 0.3241 0.7049
C 2.6233 0.1561 1.0053
C 2.5341 -0.3019 2.4623
H 8.7888 1.5781 -0.9406
H 7.2157 2.4951 -1.0857
H 8.1243 2.4258 0.4050
H 7.6122 -0.1646 0.2665
H 6.5284 0.9520 0.9883
H 4.5219 0.7513 -3.4398
H 4.9516 -0.9381 -3.1721
H 2.3745 0.1117 -4.2294
H 3.4806 -1.0977 -5.0711
H 2.5979 -1.5756 -3.6499
H 2.1433 1.1309 0.9185
H 2.0952 -0.5607 0.3766
H 3.2476 0.2188 3.1009
H 1.5483 -0.1505 2.9019
H 2.7315 -1.3710 2.3829
C -2.3771 4.3411 -1.2597
C -2.5793 2.9095 -0.7713
O -3.6754 2.9857 0.0619
P -4.3366 1.6046 0.6258
O -3.4771 0.4274 0.4606
O -4.5592 1.9684 2.1828
C -3.3816 2.4385 2.8810
C -3.3836 4.0027 3.1079
O -5.7916 1.6278 -0.0948
C -6.1302 0.6741 -1.1204
C -6.0821 1.3832 -2.4249
H -1.9153 4.8421 -0.4089
H -1.7305 4.4844 -2.1253
H -3.3324 4.8064 -1.5027
H -2.6306 2.1941 -1.5922
H -1.6495 2.6572 -0.2615
H -3.4491 2.0679 3.9038
H -2.3947 2.0740 2.5958
H -4.3575 4.4106 2.8371
H -3.1625 4.2527 4.1456
H -2.6385 4.3452 2.3899
H -5.4461 -0.1736 -1.0827
H -7.1290 0.2990 -0.8972
H -6.0438 0.6972 -3.2711
H -6.9414 2.0283 -2.6082
H -5.2058 2.0314 -2.4394
```

The value obtained for the orbital gap (spin up / spin down) is 0.26558 / 0.10566 hartree. The molecular weight comes out at 570.432 g mol⁻¹. The value obtained for the HOMO energy (spin up / spin down) is -14.09 / -14.09 eV. Its expectation value of S² is 12.01. As for the spin multiplicity: 7. The total charge is +2.

Atom charges from the Löwdin analysis, given in e for atoms 1 to 6:
1 Mn 1.148
2 O 0.047
3 H 0.083
4 C -0.082
5 O -0.168
6 C -0.208

=====

No. 5
C18H46BrF3N7O4P2 | wB97M-V/def2-TZVPD

```
81
C18H46BrF3N7O4P2, DFT wB97M-V/def2-TZVPD
F -1.4802 -2.1298 -0.1614
C -2.2619 -3.2473 -0.2835
F -2.9725 -3.1330 -1.3947
F -3.0776 -3.3490 0.7695
O -1.3574 -4.2777 -0.3801
C -0.5377 -4.2641 0.8290
C 0.9140 -3.9116 0.5539
C 1.6406 -3.8686 1.8855
O 2.9942 -3.4777 1.7753
C 3.4451 -3.2416 0.4666
C 2.5127 -2.3521 -0.3800
Br 2.6671 -2.9468 -2.2075
N 1.0752 -2.5311 0.0027
H -0.9419 -3.6057 1.5909
H -0.5825 -5.2737 1.2258
H 1.2968 -4.6639 -0.1304
H 1.1431 -3.0897 2.4725
H 1.5054 -4.7957 2.4381
H 4.4022 -2.7359 0.5398
H 3.6264 -4.1669 -0.0782
H 2.7858 -1.3072 -0.3294
H 0.4570 -2.3042 -0.7754
H 0.8583 -1.8520 0.7725
O 0.2765 -0.5613 1.8628
P 0.2828 0.9187 2.2516
N 1.7877 1.0398 3.0377
C 2.0957 2.0717 4.0143
C 2.9513 0.8006 2.1844
N -0.9953 0.7875 3.4285
C -0.6561 0.4944 4.8152
C -2.0899 -0.0659 2.9825
N -0.0129 2.6289 2.0425
C -1.2805 3.2439 2.4587
C 0.2761 3.0596 0.6547
H 2.3334 3.0394 3.5569
H 2.9627 1.7490 4.5925
H 1.2866 2.2261 4.7183
H 3.1849 1.6640 1.5474
H 2.7821 -0.0626 1.5396
H 3.8268 0.5845 2.7966
H 0.0487 -0.3404 4.9206
H -1.5666 0.2467 5.3606
H -0.2460 1.3677 5.3214
H -1.8740 -1.1333 3.1097
H -2.3161 0.1057 1.9270
H -2.9890 0.1770 3.5507
H -2.1602 2.7967 1.9926
H -1.2397 4.2974 2.1737
H -1.3914 3.2062 3.5358
H -0.4727 2.6927 -0.0549
H 1.2537 2.6822 0.3435
H 0.3102 4.1460 0.5919
O 0.8795 0.2140 -2.0538
P -0.4003 0.7567 -2.6378
N -0.5577 -0.2386 -3.9989
C -1.3266 0.0414 -5.1978
C -0.7453 -1.6453 -3.6451
N 0.1391 2.3366 -3.1030
C 0.6210 2.5482 -4.4632
C 1.0573 2.9272 -2.1417
N -2.0496 1.2472 -2.4104
C -2.4054 2.6640 -2.2718
C -2.6878 0.4870 -1.3073
H -2.4048 -0.1151 -5.0628
H -0.9849 -0.6247 -5.9911
H -1.1785 1.0552 -5.5523
H -1.7927 -1.8509 -3.3838
H -0.1220 -1.9602 -2.8101
H -0.4840 -2.2874 -4.4875
H 1.3386 1.7857 -4.7904
H 1.1040 3.5232 -4.5236
H -0.2020 2.5891 -5.1765
H 2.0815 2.5534 -2.2491
H 0.7328 2.7234 -1.1245
H 1.0652 4.0113 -2.2715
H -1.8910 3.1686 -1.4501
H -3.4801 2.7145 -2.0862
H -2.2135 3.2013 -3.1933
H -2.3052 0.7855 -0.3243
H -2.5023 -0.5832 -1.4311
H -3.7663 0.6339 -1.3190
```

The value obtained for the orbital gap is 0.30431 hartree. The molecular weight comes out at 623.457 g mol⁻¹. The value obtained for the HOMO energy is -10.80 eV. The total charge is +1.

Atom charges from the Löwdin analysis, given in e for atoms 1 to 6:
1 F 0.093
2 C -0.675
3 F 0.201
4 F 0.193
5 O 0.068
6 C -0.081

=====

No. 6
C18H46N5O10 | wB97M-V/def2-TZVPD

```
79
C18H46N5O10, DFT wB97M-V/def2-TZVPD
N -1.8978 -3.1910 0.6883
C -2.5916 -1.9582 1.0835
C -3.3553 -1.2453 -0.0064
C -2.4694 -0.7632 -1.1504
C -2.5813 -1.5842 -2.4187
C -1.6216 -1.1444 -3.5105
N -0.3852 -1.9292 -3.5134
C 0.8178 -1.8028 -2.9288
C 1.1833 -0.6799 -2.0406
C 2.4520 0.1092 -2.3835
C 3.8007 -0.5646 -2.1591
C 4.2613 -0.3205 -0.7306
O 5.3127 -1.1460 -0.2909
N 1.5584 -2.8586 -3.2837
N 0.8819 -3.6387 -4.0943
N -0.2644 -3.0629 -4.2184
O -1.2850 -3.5100 -4.9624
H -2.4013 -3.6755 -0.0393
H -0.9685 -2.9949 0.3556
H -3.2525 -2.1945 1.9029
H -1.8575 -1.2522 1.4319
H -4.1573 -1.8741 -0.3692
H -3.7761 -0.3637 0.4477
H -2.7272 0.2510 -1.4056
H -1.4455 -0.7844 -0.7984
H -2.4573 -2.6384 -2.2204
H -3.5707 -1.4446 -2.8244
H -1.3437 -0.1104 -3.4077
H -2.0585 -1.2714 -4.4832
H 1.2604 -1.0494 -1.0270
H 0.3469 0.0014 -2.0602
H 2.3667 0.5308 -3.3718
H 2.4324 0.9467 -1.7042
H 4.5098 -0.0812 -2.8092
H 3.8044 -1.6133 -2.3848
H 3.4173 -0.3751 -0.0418
H 4.6426 0.6839 -0.6685
H 4.9821 -2.0120 -0.0476
H -1.4463 -4.4203 -4.6719
C -3.2180 1.9080 2.3804
C -3.5941 1.3940 3.7509
O -2.5502 1.6754 4.6828
O -1.9887 1.3287 1.9501
H -3.9831 1.6514 1.6469
H -3.1198 3.0002 2.4103
H -3.6868 0.3087 3.7317
H -4.5433 1.8238 4.0813
H -2.5506 2.6258 4.8390
H -1.4401 1.2689 2.7413
C 0.0776 5.4113 6.6416
C -1.3585 5.0013 6.4164
O -1.6192 4.8400 5.0113
O 0.3845 6.6159 5.9631
H 0.2592 5.5781 7.7027
H 0.7465 4.6085 6.2987
H -2.0311 5.7892 6.7481
H -1.5900 4.0821 6.9630
H -1.1249 4.0708 4.7103
H -0.0737 6.5883 5.1171
C 1.3023 3.6650 -2.3293
C 0.2415 4.6952 -2.0109
O 0.7609 5.6791 -1.1235
O 1.7900 3.0689 -1.1346
H 0.8909 2.8716 -2.9573
H 2.1315 4.1386 -2.8707
H -0.5785 4.2224 -1.4715
H -0.1519 5.1499 -2.9252
H 1.3841 6.2337 -1.6017
H 1.8282 3.7823 -0.4855
C 2.3189 -6.4776 -1.2281
C 2.4544 -5.2949 -0.2969
O 3.6173 -4.5414 -0.6481
O 3.4449 -7.3258 -1.1623
H 1.4465 -7.0721 -0.9560
H 2.1883 -6.1153 -2.2613
H 2.5779 -5.6404 0.7266
H 1.5620 -4.6594 -0.3446
H 3.4545 -4.1511 -1.5157
H 4.2243 -6.7669 -1.0732
```

The value obtained for the orbital gap is 0.27986 hartree. The molecular weight comes out at 492.591 g mol⁻¹. The value obtained for the HOMO energy is -11.80 eV. The total charge is +1.

Atom charges from the Löwdin analysis, given in e for atoms 1 to 6:
1 N 0.018
2 C -0.277
3 C -0.189
4 C -0.196
5 C -0.164
6 C -0.068

=====

| no. | total energy (eV) |
| --- | --- |
| 1 | -52966.7591 |
| 2 | -78419.8519 |
| 3 | -99128.8561 |
| 4 | -93849.4912 |
| 5 | -134798.3614 |
| 6 | -47325.4970 |